ORCA calculation (ωB97M-V/def2-TZVPD) on the molecule CHNOP2S.

```
! RIJCOSX wB97M-V def2-TZVPD def2/J DEFGRID3
* xyz 0 1
C -1.025 0.748 -0.194
N 1.249 -2.677 0.662
O -1.302 1.817 0.356
P 0.707 0.240 -0.524
P 1.941 1.670 0.311
S 0.245 -1.982 -0.168
H -1.815 0.184 -0.443
*
```

Values from the calculation:
* E_HOMO (spin up / spin down): -8.68 / -8.23 eV
* LUMO energy (spin up / spin down): -2.4 / -2.3 eV
* total energy: -1249.4049 Eh